Formula: C19H36BrNO29S7
Source: the Open Molecules 2025 dataset
Level of theory: ωB97M-V/def2-TZVPD

XYZ file:
```
93
Properties=species:S:1:pos:R:3:lowdin_charge:R:1
N -2.243 -2.467 -0.836 0.12
C -2.225 -1.461 -1.609 -0.20
C -1.292 -0.234 -1.277 -0.08
C -1.106 -0.238 0.277 -0.32
O -2.485 0.034 0.738 -0.21
S -2.628 1.611 1.228 0.74
O -3.278 2.542 0.312 -0.31
O -3.241 1.803 2.526 -0.28
O -1.025 2.136 1.165 -0.20
C -0.297 0.915 0.979 -0.64
Br -0.246 0.235 2.909 0.79
C 1.238 1.129 0.692 -0.16
C 1.828 0.272 -0.492 -0.14
C 1.765 1.152 -1.796 -0.25
O 2.870 2.097 -1.827 -0.09
H -2.904 -3.171 -1.212 0.01
H -2.910 -1.493 -2.489 0.12
H -0.348 -0.448 -1.846 0.09
H -1.756 0.728 -1.620 0.13
H -0.765 -1.175 0.775 0.12
H 1.364 2.208 0.396 0.13
H 1.846 0.921 1.600 0.06
H 2.922 0.095 -0.301 0.11
H 1.371 -0.736 -0.621 0.11
H 0.830 1.783 -1.788 0.12
H 1.820 0.530 -2.730 0.11
H 2.802 2.478 -2.720 0.09
C -3.987 -6.951 0.958 -0.16
C -3.954 -7.993 -0.143 -0.17
O -3.655 -7.256 -1.332 -0.18
S -2.706 -6.007 -0.956 0.64
O -1.360 -6.370 -1.220 -0.21
O -3.296 -4.824 -1.480 -0.24
O -2.935 -6.037 0.638 -0.18
H -4.931 -6.400 0.955 0.14
H -3.826 -7.387 1.943 0.14
H -4.900 -8.521 -0.246 0.14
H -3.151 -8.716 0.018 0.13
C -6.122 6.294 2.405 -0.18
C -7.003 5.123 2.801 -0.17
O -6.455 3.999 2.111 -0.18
S -4.852 4.186 1.975 0.67
O -4.212 3.453 3.006 -0.23
O -4.488 4.015 0.619 -0.25
O -4.798 5.765 2.352 -0.18
H -6.382 6.665 1.410 0.13
H -6.177 7.112 3.122 0.13
H -8.045 5.273 2.521 0.13
H -6.940 4.926 3.874 0.13
C 0.603 -4.236 -6.034 -0.17
C -0.160 -4.792 -4.847 -0.17
O -0.310 -3.683 -3.958 -0.19
S -0.435 -2.326 -4.819 0.61
O -1.813 -2.006 -4.951 -0.22
O 0.525 -1.397 -4.333 -0.23
O 0.081 -2.918 -6.228 -0.18
H 1.670 -4.151 -5.815 0.13
H 0.464 -4.836 -6.932 0.14
H 0.368 -5.608 -4.357 0.14
H -1.158 -5.129 -5.139 0.14
C 3.896 1.213 5.075 -0.16
C 5.166 1.874 4.577 -0.16
O 5.859 0.845 3.866 -0.19
S 4.784 -0.146 3.187 0.61
O 4.614 0.244 1.830 -0.22
O 5.099 -1.477 3.570 -0.22
O 3.491 0.340 4.016 -0.20
H 4.087 0.605 5.963 0.14
H 3.112 1.936 5.294 0.14
H 5.779 2.262 5.388 0.14
H 4.943 2.680 3.873 0.14
C 8.406 -2.369 2.736 -0.16
C 9.159 -1.239 2.064 -0.17
O 9.725 -0.487 3.141 -0.19
S 10.076 -1.488 4.359 0.62
O 11.454 -1.823 4.283 -0.22
O 9.477 -0.980 5.542 -0.22
O 9.220 -2.756 3.847 -0.18
H 7.443 -2.028 3.122 0.11
H 8.249 -3.213 2.067 0.14
H 8.511 -0.611 1.454 0.14
H 9.979 -1.619 1.449 0.13
C -4.543 5.521 -2.904 -0.17
C -3.404 4.547 -2.699 -0.17
O -2.884 4.299 -4.010 -0.19
S -3.059 5.629 -4.905 0.62
O -1.830 6.344 -4.895 -0.22
O -3.728 5.277 -6.107 -0.22
O -4.096 6.403 -3.938 -0.19
H -5.443 5.009 -3.256 0.13
H -4.777 6.080 -2.000 0.13
H -3.723 3.616 -2.235 0.13
H -2.605 4.995 -2.103 0.14
```

Results
highest occupied orbital energy = -9.422 eV
F_max = 0.131 Eh/bohr
total energy = -8343.2772 Eh
LUMO = 0.2890 eV
SMILES string = [H]/N=C/C[C@@H]1OS(=O)(=O)O[C@]1(Br)CCCO.O=S1(=O)OCCO1.O=S1(=O)OCCO1.O=S1(=O)OCCO1.O=S1(=O)OCCO1.O=S1(=O)OCCO1.O=S1(=O)OCCO1


Formula: C19H36Cl2F3O2Si4TeY
Source: the Open Molecules 2025 dataset
Level of theory: ωB97M-V/def2-TZVPD

XYZ file:
```
68
Properties=species:S:1:pos:R:3:lowdin_charge:R:1
Y -1.584 0.078 -1.574 1.12
C -3.052 -2.978 -5.158 -0.04
C -2.846 -2.829 -3.679 -0.27
C -3.914 -2.510 -2.842 -0.04
C -3.741 -2.390 -1.473 -0.14
C -2.476 -2.559 -0.900 -0.18
C -1.408 -2.914 -1.730 -0.16
C -1.593 -3.025 -3.102 -0.04
H -3.434 -3.976 -5.384 0.09
H -2.119 -2.834 -5.698 0.08
H -3.772 -2.246 -5.523 0.09
H -4.896 -2.356 -3.273 0.13
H -4.592 -2.167 -0.841 0.09
H -2.343 -2.488 0.173 0.10
H -0.427 -3.089 -1.308 0.07
H -0.748 -3.270 -3.734 0.13
Cl -4.406 2.587 1.325 0.65
C -4.311 2.362 -0.422 -0.91
Cl -4.440 0.611 -0.835 0.66
C -2.964 2.916 -0.944 -0.73
O -2.942 4.064 -1.296 0.11
O -1.993 2.058 -0.906 -0.28
H -5.147 2.859 -0.895 0.07
C 5.068 0.239 0.307 -0.22
Si 3.734 -0.613 1.314 0.30
C 3.738 -2.434 0.858 -0.22
C 4.126 -0.471 3.148 -0.21
Si 1.680 0.380 0.806 0.02
Te 1.283 -0.295 -1.581 0.40
Si 1.823 2.708 1.050 0.33
C 2.886 3.091 2.554 -0.22
C 2.601 3.430 -0.489 -0.22
C 0.129 3.462 1.341 -0.20
Si 0.045 -0.524 2.203 0.32
C 0.307 0.032 3.978 -0.21
C 0.053 -2.403 2.120 -0.21
C -1.706 0.070 1.776 -0.23
H 6.029 -0.263 0.455 0.03
H 5.191 1.289 0.587 0.02
H 4.829 0.200 -0.759 0.03
H 4.724 -2.858 1.068 0.03
H 3.527 -2.572 -0.204 0.01
H 3.000 -3.004 1.426 0.01
H 5.148 -0.816 3.332 0.03
H 3.454 -1.098 3.741 0.02
H 4.047 0.554 3.517 0.01
H 3.910 2.727 2.437 0.02
H 2.470 2.643 3.461 0.02
H 2.930 4.173 2.708 0.03
H 3.568 2.963 -0.695 0.02
H 2.759 4.506 -0.379 0.03
H 1.960 3.265 -1.357 0.02
H -0.310 3.086 2.271 0.02
H -0.555 3.238 0.520 0.01
H 0.203 4.550 1.426 0.04
H 1.313 -0.199 4.336 0.02
H -0.410 -0.449 4.648 0.03
H 0.165 1.114 4.057 0.03
H 0.979 -2.796 2.547 0.02
H 0.009 -2.741 1.080 0.01
H -0.781 -2.849 2.667 0.04
H -1.760 1.157 1.703 0.00
H -2.377 -0.233 2.587 0.05
H -2.182 -0.347 0.880 -0.05
F -1.506 1.626 -4.064 -0.02
C -2.097 0.370 -3.973 -0.58
F -1.482 -0.365 -4.953 0.01
F -3.376 0.551 -4.436 0.00
```

Results
highest occupied orbital energy = -7.665 eV
F_max = 0.011 Eh/bohr
total energy = -3580.5840 Eh
LUMO = -0.1763 eV


Formula: C19H36F8O6Si2
Source: the Open Molecules 2025 dataset
Level of theory: ωB97M-V/def2-TZVPD

XYZ file:
```
71
Properties=species:S:1:pos:R:3:lowdin_charge:R:1
F -4.326 -0.095 1.308 -0.02
C -4.628 -0.046 -0.166 -0.06
F -4.845 1.345 -0.657 -0.03
C -3.568 -0.906 -1.081 -0.13
F -4.010 -0.796 -2.490 0.04
F -3.749 -2.349 -0.672 0.00
C -1.988 -0.560 -0.816 -0.08
F -1.448 -1.187 0.447 0.03
F -1.931 0.926 -0.548 0.00
C -0.989 -0.824 -2.087 -0.13
F -0.936 0.334 -3.056 0.00
F 0.406 -0.890 -1.510 -0.01
C -1.216 -2.242 -2.876 -0.08
O -0.215 -3.275 -2.569 -0.24
C -0.596 -4.068 -1.387 -0.23
C 0.785 -4.297 -0.511 -0.26
Si 2.362 -4.600 -1.597 0.56
O 3.755 -4.313 -0.508 -0.53
Si 4.147 -2.569 -0.643 0.57
H -5.679 -0.601 -0.277 0.20
H -1.109 -1.997 -4.039 0.17
H -2.272 -2.728 -2.746 0.14
H -1.355 -3.467 -0.711 0.11
H -1.149 -5.076 -1.670 0.14
H 0.955 -3.323 0.153 0.10
H 0.560 -5.164 0.244 0.09
H 2.371 -3.606 -2.700 -0.04
H 2.406 -5.934 -2.214 -0.04
H 3.559 -1.809 0.484 -0.07
H 3.587 -1.973 -1.855 -0.08
H 5.609 -2.445 -0.672 -0.07
C 8.962 -5.389 -2.532 -0.03
C 7.659 -5.021 -1.875 -0.48
O 7.255 -3.859 -1.864 0.02
C 6.868 -6.129 -1.233 -0.02
H 9.423 -4.489 -2.952 0.08
H 9.643 -5.817 -1.792 0.09
H 8.782 -6.101 -3.341 0.08
H 7.455 -6.591 -0.436 0.09
H 6.595 -6.874 -1.985 0.09
H 5.951 -5.716 -0.800 0.06
C -0.731 3.351 1.106 -0.02
C -0.641 4.820 0.790 -0.48
O 0.078 5.572 1.446 0.04
C -1.464 5.334 -0.361 -0.03
H -0.083 3.124 1.959 0.08
H -1.759 3.090 1.367 0.09
H -0.396 2.765 0.247 0.08
H -2.525 5.161 -0.165 0.08
H -1.162 4.836 -1.286 0.09
H -1.299 6.411 -0.473 0.08
C 1.751 5.184 4.429 -0.03
C 2.471 3.877 4.626 -0.49
O 1.854 2.819 4.740 0.04
C 3.975 3.915 4.678 -0.03
H 0.671 5.005 4.412 0.08
H 1.979 5.862 5.256 0.08
H 2.046 5.632 3.477 0.08
H 4.302 4.536 5.515 0.08
H 4.370 4.305 3.737 0.09
H 4.358 2.899 4.824 0.08
C -7.141 3.020 -0.079 -0.04
C -8.561 3.361 0.287 -0.49
O -9.512 2.875 -0.323 0.05
C -8.772 4.319 1.429 -0.03
H -7.142 2.319 -0.920 0.08
H -6.608 3.926 -0.380 0.09
H -6.641 2.548 0.770 0.08
H -8.312 5.282 1.195 0.09
H -8.345 3.905 2.345 0.09
H -9.846 4.472 1.580 0.08
```

Results
highest occupied orbital energy = -9.341 eV
F_max = 0.102 Eh/bohr
total energy = -2574.7218 Eh
LUMO = -0.5492 eV